Record 1
This record from OMol25 describes a molecular structure, C6H11NS. The level of theory is ωB97M-V/def2-TZVPD.

The geometry in XYZ format:
```
19
C6H11NS, DFT ωB97M-V/def2-TZVPD
C -2.497 0.159 0.267
C -1.446 -0.457 -0.499
C -0.127 -0.165 -0.452
C 1.123 -1.020 -0.963
C 1.735 0.210 0.928
C 0.481 0.877 0.472
H -2.449 1.275 0.596
H -2.560 -0.692 1.313
H -3.776 0.061 -0.490
H -1.756 -1.374 -1.041
H 1.048 -1.874 -0.341
H 1.063 -1.127 -1.995
H 2.990 -1.200 -0.034
H 2.352 1.063 1.143
H 1.715 -0.596 1.723
H -0.148 0.864 1.418
H -0.636 2.006 -1.120
N 2.349 -0.345 -0.359
S 0.540 2.336 -0.564
```

Results
Kohn-Sham gap = 9.0 eV
electronic energy = -687.988470 hartree
2S+1 = 1
HOMO energy = -0.3084 Eh

Record 2
This record from OMol25 describes 2 unconnected molecules or ions with the total composition C3H2F7N. The level of theory is ωB97M-V/def2-TZVPD.

The geometry in XYZ format:
```
13
C3H2F7N, DFT ωB97M-V/def2-TZVPD
C 0.010 1.271 0.013
C 0.570 1.857 1.330
C -0.420 2.119 -1.179
N 0.398 0.043 -0.294
F -1.945 1.147 0.615
F 0.107 1.383 2.412
F 0.240 3.140 1.339
F 1.978 1.729 1.292
F -1.074 3.243 -0.913
F -1.109 1.246 -1.971
F 0.627 2.542 -1.894
H -0.016 -0.542 -1.127
H 0.586 -0.597 0.420
```

Results
Kohn-Sham gap (alpha / beta) = 10.4 / 10.4 eV
electronic energy = -869.287703 hartree
2S+1 = 1
HOMO energy (alpha / beta) = -0.4123 / -0.4124 Eh

Record 3
This record from OMol25 describes 10 unconnected molecules or ions with the total composition BF4H18O9. The level of theory is ωB97M-V/def2-TZVPD.

The geometry in XYZ format:
```
32
BF4H18O9, DFT ωB97M-V/def2-TZVPD
B 0.164 -0.687 -0.414
F 0.637 -1.567 0.564
F 0.946 -0.760 -1.562
F -1.128 -1.044 -0.791
F 0.188 0.512 0.184
O 1.687 3.069 -5.826
H 2.393 2.762 -5.257
H 0.950 2.491 -5.627
O -0.873 6.353 1.254
H -1.733 5.945 1.349
H -0.362 6.008 1.987
O 1.754 -5.530 -2.616
H 1.656 -4.608 -2.378
H 1.421 -6.010 -1.858
O 2.094 -4.824 4.581
H 1.547 -4.270 4.024
H 2.426 -5.502 3.993
O 4.286 1.045 1.611
H 4.701 0.183 1.641
H 3.350 0.864 1.698
O -4.030 3.591 2.356
H -3.605 2.775 2.093
H -3.916 3.626 3.306
O -3.319 -3.147 2.693
H -4.201 -2.823 2.511
H -2.859 -3.072 1.857
O -5.984 0.462 -1.300
H -5.949 0.172 -0.389
H -5.070 0.626 -1.535
O 4.511 1.262 -2.995
H 3.727 0.724 -3.107
H 4.593 1.374 -2.048
```

Results
Kohn-Sham gap = 10.5 eV
net charge = -1
electronic energy = -1112.574383 hartree
2S+1 = 1
HOMO energy = -0.3068 Eh

Record 4
This record from OMol25 describes a molecular structure, C5H10O2. The level of theory is ωB97M-V/def2-TZVPD.

The geometry in XYZ format:
```
17
C5H10O2, DFT ωB97M-V/def2-TZVPD
C 1.231 1.621 0.124
O 0.064 1.327 -0.595
C 0.305 -1.357 -0.897
C 0.435 -1.821 0.526
O -1.002 -2.073 0.535
C -0.988 -1.642 -0.785
C -1.119 1.322 0.170
H 1.471 0.868 0.893
H 2.053 1.653 -0.601
H 1.154 2.596 0.622
H 0.972 -0.975 -1.649
H 0.700 -1.089 1.294
H 0.975 -2.757 0.672
H -1.891 -1.647 -1.384
H -1.953 1.199 -0.528
H -1.161 0.501 0.904
H -1.246 2.275 0.700
```

Results
Kohn-Sham gap = 9.6 eV
electronic energy = -346.873187 hartree
2S+1 = 1
HOMO energy = -0.3149 Eh

Record 5
This record from OMol25 describes C4H5NO in the gas phase. The level of theory is ωB97M-V/def2-TZVPD.

The geometry in XYZ format:
```
11
C4H5NO, DFT ωB97M-V/def2-TZVPD
C -1.177 -1.042 0.232
C -0.277 0.017 -0.335
N -0.815 1.144 -1.083
O -2.008 1.282 -0.956
C 1.001 0.213 -0.083
C 2.185 0.638 0.252
H -1.372 -1.845 -0.486
H -0.739 -1.477 1.132
H -2.141 -0.591 0.481
H 2.245 1.324 1.092
H 3.099 0.336 -0.248
```

Results
Kohn-Sham gap = 8.9 eV
electronic energy = -285.267608 hartree
2S+1 = 1
HOMO energy = -0.3321 Eh
SMILES = C=C=C(C)N=O

Record 6
This record from OMol25 describes a gas-phase ion, C5H11N4O3 (charge +1). The level of theory is ωB97M-V/def2-TZVPD.

The geometry in XYZ format:
```
23
C5H11N4O3, DFT ωB97M-V/def2-TZVPD
C 1.201 0.380 -1.395
C 0.649 0.113 1.549
C -0.700 -1.350 -1.086
C 1.778 1.675 -0.923
C 0.331 0.839 2.804
N -1.925 -1.532 -0.769
N 0.021 -2.249 -1.707
N 0.052 -0.036 -0.734
N -2.709 -0.525 -0.133
O 1.623 -0.266 -2.321
O 1.518 -0.656 1.316
O -0.264 0.482 0.533
H 2.172 2.200 -1.790
H 2.617 1.464 -0.261
H 1.056 2.303 -0.405
H 0.862 1.794 2.795
H 0.697 0.265 3.650
H -0.730 1.044 2.903
H -0.425 -3.094 -2.027
H 0.938 -1.968 -2.057
H -3.328 -0.086 -0.836
H -3.308 -1.002 0.561
H -2.126 0.205 0.334
```

Results
Kohn-Sham gap = 10.5 eV
net charge = +1
electronic energy = -641.565863 hartree
2S+1 = 1
HOMO energy = -0.5120 Eh
SMILES = CC(=O)ON(C(C)=O)/C(N)=N\[NH3+]

Record 7
This record from OMol25 describes a molecular structure, C2H3LiO2P. The level of theory is ωB97M-V/def2-TZVPD.

The geometry in XYZ format:
```
9
C2H3LiO2P, DFT ωB97M-V/def2-TZVPD
H 0.733 -0.188 -1.483
O -1.542 1.122 0.369
C -0.440 1.166 -0.165
H 0.023 2.112 -0.502
C 0.305 -0.075 -0.482
O -0.246 -1.217 0.118
Li -2.140 -0.679 0.836
P 1.176 -0.744 1.024
H 2.131 -1.497 0.284
```

Results
Kohn-Sham gap = 10.6 eV
net charge = +1
electronic energy = -577.140371 hartree
2S+1 = 1
HOMO energy = -0.5617 Eh

Record 8
This record from OMol25 describes C3H2S2 in the gas phase. The level of theory is ωB97M-V/def2-TZVPD.

The geometry in XYZ format:
```
7
C3H2S2, DFT ωB97M-V/def2-TZVPD
C -0.468 -0.036 -0.411
C 0.494 -0.813 0.439
C 1.131 -1.216 1.370
H -1.155 2.390 -1.525
H 2.117 -1.698 1.801
S -0.046 1.625 -1.209
S -2.072 -0.252 -0.465
```

Results
Kohn-Sham gap = 7.6 eV
electronic energy = -911.740270 hartree
2S+1 = 1
HOMO energy = -0.3260 Eh
SMILES = C#CC(=S)S

Record 9
This record from OMol25 describes a molecular structure, C2H2IN3O. The level of theory is ωB97M-V/def2-TZVPD.

The geometry in XYZ format:
```
9
C2H2IN3O, DFT ωB97M-V/def2-TZVPD
C 0.347 -1.066 1.396
C -0.014 0.074 -0.266
N 0.952 -0.207 0.641
N -1.133 -0.553 -0.093
N 0.343 1.023 -1.513
O -0.900 -1.314 1.009
I -1.317 1.885 -2.297
H 0.743 -1.561 2.258
H 0.979 1.719 -1.134
```

Results
Kohn-Sham gap = 9.1 eV
electronic energy = -614.533477 hartree
2S+1 = 1
HOMO energy = -0.3401 Eh

- Which value of 2S+1 does entry 2 give?
  1